This record from the Open Molecules 2025 dataset describes a 2-piece molecular cluster, C3H5BrFN overall. The level of theory is ωB97M-V/def2-TZVPD.

Computed properties:
**HOMO level**: -10.194 eV
**Energy above the lowest of the compared OMol25 structures with the same formula, charge and spin**: 38.34 kcal per mole
**SMILES string**: C=C/C=N/F.Br
**DFT total energy**: -77438.8483 eV

XYZ file:
```
11
Properties=species:S:1:pos:R:3:forces:R:3
C 2.199021 0.418859 0.487924 -0.1 -2.0 2.3
C 0.991343 0.313354 -0.060850 0.0 2.2 -2.3
C 0.062216 -0.761615 0.297867 1.8 -0.2 0.0
N -1.026276 -0.946844 -0.319337 -0.1 -0.2 0.5
F -1.681133 -2.074130 0.235489 0.3 0.2 -0.2
H 2.996829 1.163957 0.513555 -0.6 0.0 -0.9
H 2.389596 -0.415777 1.223395 0.1 1.0 -0.5
H 0.729602 1.033158 -0.891211 -0.1 -0.8 1.1
H 0.578783 -1.392708 1.045495 -1.3 -0.3 -0.1
Br -3.086233 1.709899 -1.600499 -0.9 -0.5 0.5
H -4.153747 0.951845 -0.931827 0.9 0.6 -0.5
```
Positions in Å, forces in eV/Å.

Mulliken population analysis, charges in e, atoms 1 to 8: number 1, C, carries -0.712; number 2, C, carries 0.217; number 3, C, carries 0.057; number 4, N, carries -0.262; number 5, F, carries -0.192; number 6, H, carries 0.287; number 7, H, carries 0.131; number 8, H, carries 0.225

---

This record from the Open Molecules 2025 dataset describes the molecule C3H5BrS. The level of theory is ωB97M-V/def2-TZVPD.

Computed properties:
**HOMO level**: -8.986 eV
**Energy above the lowest of the compared OMol25 structures with the same formula, charge and spin**: 41.05 kcal per mole
**SMILES string**: C=CSCBr
**DFT total energy**: -84067.4978 eV

XYZ file:
```
10
Properties=species:S:1:pos:R:3:forces:R:3
C -1.695142 -0.404859 -1.264671 4.1 1.6 0.9
C -0.590932 0.372492 -1.099497 -1.6 2.9 -1.3
S 1.078652 0.130217 -0.437359 1.1 0.0 -0.1
C 1.516798 0.244666 1.362050 -2.6 -1.5 0.4
Br 0.587395 -1.316112 2.262956 0.1 0.2 0.1
H -1.540934 -1.319891 -0.802357 -0.9 -2.0 0.7
H -2.442963 -0.105880 -1.941677 -0.9 0.1 -0.4
H -0.623979 1.398457 -1.685854 0.2 -2.0 1.4
H 1.177469 1.032019 2.028577 0.0 0.5 -0.7
H 2.533635 -0.031107 1.577832 0.5 0.3 -0.9
```
Positions in Å, forces in eV/Å.

Mulliken population analysis, charges in e, atoms 1 to 8: number 1, C, carries -0.469; number 2, C, carries -0.235; number 3, S, carries -0.059; number 4, C, carries -0.473; number 5, Br, carries -0.152; number 6, H, carries 0.276; number 7, H, carries 0.289; number 8, H, carries 0.234

---

This record from the Open Molecules 2025 dataset describes C3H5CaO3 as an isolated structure. The level of theory is ωB97M-V/def2-TZVPD.

Computed properties:
**2S+1**: 2
**HOMO level (alpha / beta)**: -17.863 / -18.576 eV
**Energy above the lowest of the compared OMol25 structures with the same formula, charge and spin**: 24.02 kcal per mole
**Net charge**: +2
**DFT total energy**: -27752.6725 eV

XYZ file:
```
12
Properties=species:S:1:pos:R:3:forces:R:3
H 1.492111 1.976768 3.503041 0.2 0.1 -0.1
O 2.210625 1.703582 1.632003 0.3 0.4 0.7
C 2.234749 2.236163 2.730133 0.4 0.5 0.6
H 3.011235 2.982605 2.959476 -0.2 -0.1 0.0
O 0.365690 -1.482405 0.264517 -0.2 0.2 0.7
Ca 0.991669 0.554743 0.359691 -0.6 -0.3 -1.1
O 0.405051 -2.067944 -0.945022 0.2 -0.8 -0.9
C -0.144862 -3.260415 -0.991110 0.1 0.0 0.7
C 0.014162 -3.971333 -2.145196 -0.5 0.1 -0.7
H -0.634554 -3.602985 -0.077479 0.0 0.1 -0.3
H -0.584731 -4.865490 -2.304081 0.4 0.0 0.1
H 0.613828 -3.573438 -2.963982 -0.1 -0.2 0.2
```
Positions in Å, forces in eV/Å.

Mulliken population analysis, charges in e, atoms 1 to 8: number 1, H, carries 0.233; number 2, O, carries -0.615; number 3, C, carries 0.118; number 4, H, carries 0.301; number 5, O, carries -0.753; number 6, Ca, carries 1.855; number 7, O, carries 0.136; number 8, C, carries 0.290

---

This record from the Open Molecules 2025 dataset describes C3H5CeO3 as an isolated structure. The level of theory is ωB97M-V/def2-TZVPD.

Computed properties:
**2S+1**: 3
**HOMO level (alpha / beta)**: -10.255 / -11.643 eV
**Energy above the lowest of the compared OMol25 structures with the same formula, charge and spin**: 10.81 kcal per mole
**Net charge**: +1
**DFT total energy**: -22253.0033 eV

XYZ file:
```
12
Properties=species:S:1:pos:R:3:forces:R:3
C -0.519936 0.065997 0.076705 -0.5 2.2 -2.5
O 0.623760 0.458256 -0.137260 0.5 -1.0 0.4
O -1.406010 0.997789 0.418774 -0.3 -0.1 0.7
O -1.118052 -1.030528 -0.362528 1.3 -0.3 0.3
C -2.733577 0.581772 0.058831 -0.3 -0.1 0.3
C -2.544709 -0.907303 -0.257855 -0.5 0.0 0.2
H -3.058090 1.170178 -0.806652 0.1 -0.1 0.2
H -3.391947 0.760111 0.914749 0.1 0.0 -0.3
H -2.986907 -1.206971 -1.212532 0.2 0.0 0.2
H -2.901204 -1.567341 0.540725 0.2 0.1 -0.2
Ce 3.192457 -0.053959 -0.585480 -2.1 -0.7 0.8
H 1.825910 -1.522673 0.366892 1.3 0.1 -0.3
```
Positions in Å, forces in eV/Å.

Mulliken population analysis, charges in e, atoms 1 to 8: number 1, C, carries 0.723; number 2, O, carries -0.475; number 3, O, carries -0.308; number 4, O, carries -0.303; number 5, C, carries -0.240; number 6, C, carries -0.248; number 7, H, carries 0.255; number 8, H, carries 0.266

---

This record from the Open Molecules 2025 dataset describes the molecule C3H5Cl. The level of theory is ωB97M-V/def2-TZVPD.

Computed properties:
**HOMO level (alpha / beta)**: -8.079 / -8.127 eV
**Energy above the lowest of the compared OMol25 structures with the same formula, charge and spin**: 57.11 kcal per mole
**SMILES string**: C/C=C/Cl
**DFT total energy**: -15711.3697 eV

XYZ file:
```
9
Properties=species:S:1:pos:R:3:forces:R:3
C 0.664600 0.079633 0.014983 0.2 -0.1 0.0
C -0.716668 0.544356 -0.087612 -7.6 -4.0 0.2
C -2.146100 -0.401366 0.015168 7.9 4.0 -0.2
Cl -3.664232 0.274849 -0.144983 -0.6 0.3 -0.1
H 1.254031 0.885446 0.456356 0.1 -0.1 0.1
H 0.765870 -0.817742 0.615448 0.0 -0.1 0.1
H 1.085503 -0.116155 -0.976210 0.0 0.0 0.0
H -0.955434 1.538539 -0.415125 0.0 0.3 0.0
H -2.038561 -1.420962 0.337770 -0.2 -0.2 0.0
```
Positions in Å, forces in eV/Å.

Mulliken population analysis, charges in e, atoms 1 to 8: number 1, C, carries -0.877; number 2, C, carries -0.141; number 3, C, carries -0.337; number 4, Cl, carries -0.149; number 5, H, carries 0.279; number 6, H, carries 0.303; number 7, H, carries 0.246; number 8, H, carries 0.326

---

This record from the Open Molecules 2025 dataset describes the molecule C3H5Cl2N3O. The level of theory is ωB97M-V/def2-TZVPD.

Computed properties:
**HOMO level (alpha / beta)**: -7.402 / -7.896 eV
**Energy above the lowest of the compared OMol25 structures with the same formula, charge and spin**: 84.91 kcal per mole
**DFT total energy**: -34748.1239 eV

XYZ file:
```
14
Properties=species:S:1:pos:R:3:forces:R:3
C 0.054790 0.749289 -1.410076 -1.1 -0.6 0.1
C -1.154017 0.513891 -0.543207 3.9 -0.6 2.1
C -1.166380 -0.879613 0.048370 0.9 0.8 -1.8
N 1.277668 0.418413 -1.056827 -0.5 2.0 -3.3
N 0.966688 0.311260 1.182377 -0.2 -0.7 2.5
N 1.661006 0.260594 0.124948 1.7 -1.2 0.7
O -1.749048 -0.982974 1.201337 -1.3 -0.9 1.8
Cl -0.314221 -2.268361 -0.641891 -0.5 0.9 0.5
Cl 3.453294 -0.041654 0.231526 -0.9 0.1 0.0
H -0.216447 1.053244 -2.442836 1.2 -0.5 0.5
H -1.074355 1.253792 0.282793 0.1 -0.7 0.1
H -2.057022 0.761197 -0.906474 -3.1 0.7 -2.3
H 1.468010 -0.158999 1.974423 -0.3 0.7 -1.0
H -1.149961 -0.990078 1.955531 0.3 0.0 0.1
```
Positions in Å, forces in eV/Å.

Mulliken population analysis, charges in e, atoms 1 to 8: number 1, C, carries -0.150; number 2, C, carries -0.461; number 3, C, carries 0.127; number 4, N, carries -0.519; number 5, N, carries -0.720; number 6, N, carries 0.770; number 7, O, carries -0.461; number 8, Cl, carries -0.171

---

| no. | F_max (hartree/bohr) |
| --- | --- |
| 1 | 0.061 |
| 2 | 0.088 |
| 3 | 0.025 |
| 4 | 0.065 |
| 5 | 0.172 |
| 6 | 0.086 |